No. 1
{
  "formula": "C13H18NS",
  "method": "ωB97M-V/def2-TZVPD",
  "energy_ha": -958.42609,
  "largest_force_ev_per_a": 5.0,
  "homo_energy_ev": -11.49,
  "homo_lumo_gap_ha": 0.250,
  "e_above_lowest_kj_mol": 1140.5,
  "total_charge": 1,
  "elements": ["C", "C", "C", "C", "C", "C", "C", "C", "N", "C", "S", "C", "C", "C", "C", "H", "H", "H", "H", "H", "H", "H", "H", "H", "H", "H", "H", "H", "H", "H", "H", "H", "H"],
  "coordinates": [[-2.609, 0.970, 0.921], [-2.094, -0.481, 0.314], [-2.990, -1.124, -0.942], [-2.586, -2.561, -1.681], [-1.276, -3.365, -1.107], [-0.423, -2.733, 0.144], [-0.770, -1.294, 0.905], [0.170, -0.695, 2.142], [1.208, 0.227, 1.478], [1.651, 1.402, 2.098], [2.881, 2.296, 0.941], [1.969, 1.514, -0.544], [2.822, 1.214, -1.911], [0.505, 2.234, -0.735], [1.870, 0.016, 0.134], [-1.714, 1.683, 1.163], [-3.190, 0.802, 1.945], [-3.389, 1.494, 0.191], [-3.957, -0.595, -1.379], [-3.178, -3.040, -2.572], [-0.888, -4.410, -1.532], [0.530, -3.321, 0.522], [-0.488, 0.027, 2.822], [0.660, -1.528, 2.802], [1.370, 1.848, 3.146], [2.351, 0.224, -2.384], [2.629, 2.060, -2.708], [3.954, 0.970, -1.732], [0.148, 2.834, 0.220], [0.590, 3.034, -1.606], [-0.343, 1.424, -0.945], [2.994, -0.220, 0.416], [1.593, -0.909, -0.526]]
}

---

No. 2
{
  "formula": "C13H18O2",
  "method": "ωB97M-V/def2-TZVPD",
  "energy_ha": -656.58907,
  "largest_force_ev_per_a": 3.1,
  "homo_energy_ev": -8.11,
  "homo_lumo_gap_ha": 0.320,
  "e_above_lowest_kj_mol": 139.8,
  "elements": ["O", "O", "C", "C", "C", "C", "C", "C", "C", "C", "C", "C", "C", "C", "C", "H", "H", "H", "H", "H", "H", "H", "H", "H", "H", "H", "H", "H", "H", "H", "H", "H", "H"],
  "coordinates": [[-0.721, 2.838, -1.809], [-1.089, 4.055, 0.078], [-0.547, 3.043, -0.617], [2.350, -0.143, 0.841], [0.234, -1.583, 1.036], [2.660, 1.001, 0.199], [0.947, -0.486, 0.555], [-1.384, -2.868, -0.386], [0.732, -2.230, 3.384], [0.322, 2.278, 1.740], [-1.233, -1.805, 0.667], [0.904, -2.568, 1.904], [0.290, 2.037, 0.174], [1.506, 1.533, -0.591], [0.354, 0.586, -0.323], [-0.761, 3.917, 0.971], [3.023, -0.664, 1.501], [3.603, 1.529, 0.260], [-0.626, -3.637, -0.236], [-1.219, -2.360, -1.357], [-2.374, -3.296, -0.374], [1.234, -3.021, 3.954], [1.168, -1.282, 3.668], [-0.315, -2.213, 3.674], [-0.643, 2.580, 2.126], [0.542, 1.343, 2.268], [1.058, 3.013, 2.041], [-1.630, -0.847, 0.295], [-1.816, -2.064, 1.578], [1.963, -2.691, 1.671], [0.515, -3.569, 1.747], [1.678, 1.846, -1.634], [-0.289, 0.274, -1.144]]
}

---

No. 3
{
  "formula": "C13H19AuCl2N3OSSeSi",
  "method": "ωB97M-V/def2-TZVPD",
  "energy_ha": -4891.33196,
  "largest_force_ev_per_a": 1.1,
  "homo_energy_ev": [-11.43, -11.43],
  "homo_lumo_gap_ha": [0.232, 0.232],
  "e_above_lowest_kj_mol": 0.0,
  "total_charge": 1,
  "elements": ["Au", "Cl", "C", "C", "C", "C", "C", "Cl", "C", "S", "H", "H", "H", "C", "Si", "C", "C", "Se", "H", "H", "H", "H", "H", "H", "H", "H", "H", "C", "N", "C", "C", "O", "N", "C", "N", "H", "H", "H", "H", "H", "H", "H"],
  "coordinates": [[0.575, -0.147, 0.656], [1.741, 1.231, -1.722], [0.514, 2.472, -1.765], [0.777, 3.542, -2.604], [-0.136, 4.578, -2.706], [-1.308, 4.540, -1.971], [-1.543, 3.471, -1.127], [-3.041, 3.449, -0.244], [-0.645, 2.406, -0.987], [-1.196, 1.125, 0.108], [1.697, 3.550, -3.169], [0.065, 5.413, -3.362], [-2.044, 5.328, -2.039], [0.847, 1.534, 5.425], [0.382, 0.397, 4.036], [1.045, -1.327, 4.254], [-1.439, 0.436, 3.651], [1.509, 1.307, 2.192], [0.431, 1.159, 6.364], [0.463, 2.541, 5.259], [1.930, 1.596, 5.546], [0.821, -1.698, 5.259], [2.127, -1.355, 4.124], [0.599, -2.015, 3.532], [-2.023, 0.207, 4.546], [-1.694, -0.306, 2.890], [-1.748, 1.419, 3.294], [-1.144, -4.813, -2.301], [-0.403, -3.834, -1.527], [0.928, -4.047, -0.963], [1.135, -2.746, -0.216], [2.098, -2.361, 0.416], [0.009, -1.970, -0.364], [-0.853, -2.638, -1.140], [-2.037, -2.137, -1.472], [-0.436, -5.506, -2.749], [-1.676, -4.328, -3.120], [-1.845, -5.373, -1.681], [1.680, -4.166, -1.744], [0.969, -4.904, -0.290], [-2.252, -1.191, -1.196], [-2.683, -2.633, -2.058]]
}

---

No. 4
{
  "formula": "C13H19BN6Pd",
  "method": "ωB97M-V/def2-TZVPD",
  "energy_ha": -988.05579,
  "largest_force_ev_per_a": 1.3,
  "homo_energy_ev": [-8.17, -8.17],
  "homo_lumo_gap_ha": [0.299, 0.298],
  "e_above_lowest_kj_mol": 62.7,
  "elements": ["Pd", "C", "C", "N", "N", "C", "B", "N", "C", "C", "C", "N", "N", "C", "C", "C", "N", "H", "H", "H", "H", "H", "H", "H", "H", "H", "H", "C", "C", "C", "C", "H", "H", "H", "H", "H", "H", "H", "H", "H"],
  "coordinates": [[0.097, 0.049, -1.055], [-3.065, 0.057, 1.919], [-2.700, -0.273, 0.611], [-1.621, 0.408, 0.238], [-1.257, 1.171, 1.298], [-2.116, 0.982, 2.309], [-0.042, 2.150, 1.221], [1.301, 1.371, 1.380], [2.076, 1.229, 2.467], [3.172, 0.462, 2.125], [2.973, 0.173, 0.768], [1.852, 0.729, 0.326], [-0.079, 2.856, -0.152], [-0.131, 4.177, -0.398], [-0.108, 4.370, -1.762], [-0.041, 3.072, -2.289], [-0.030, 2.176, -1.317], [-3.899, -0.312, 2.490], [-3.179, -0.941, -0.086], [-1.989, 1.517, 3.236], [-0.123, 2.965, 2.107], [1.796, 1.685, 3.403], [3.991, 0.167, 2.759], [3.597, -0.388, 0.089], [-0.182, 4.879, 0.417], [-0.134, 5.303, -2.297], [-0.004, 2.750, -3.318], [-1.197, -3.543, -0.473], [-0.248, -3.001, -1.542], [0.700, -4.100, -2.028], [0.560, -1.856, -1.004], [-1.755, -4.407, -0.841], [-1.912, -2.783, -0.157], [-0.635, -3.858, 0.411], [-0.840, -2.654, -2.393], [1.339, -4.442, -1.210], [1.345, -3.749, -2.834], [0.130, -4.958, -2.394], [1.111, -1.331, -1.830], [1.246, -2.103, -0.196]]
}

---

No. 5
{
  "formula": "C13H19Br4N2O2PS",
  "method": "ωB97M-V/def2-TZVPD",
  "energy_ha": -11802.14179,
  "largest_force_ev_per_a": 6.0,
  "homo_energy_ev": -8.08,
  "homo_lumo_gap_ha": 0.255,
  "elements": ["C", "C", "O", "C", "C", "C", "P", "C", "O", "C", "C", "N", "S", "N", "C", "H", "H", "H", "H", "H", "H", "H", "H", "H", "H", "H", "Br", "C", "C", "Br", "H", "H", "H", "H", "Br", "C", "C", "Br", "H", "H", "H", "H"],
  "coordinates": [[-4.334, -2.136, 1.141], [-3.414, -0.828, 1.028], [-2.550, -0.625, 2.217], [-1.258, -0.308, 1.639], [-1.126, 1.058, 0.930], [0.276, 1.399, 0.246], [0.309, 3.093, -0.655], [-0.699, 2.728, -2.256], [1.902, 3.490, -1.154], [1.502, 0.459, 0.264], [1.367, -0.917, 0.996], [2.376, -1.951, 1.098], [1.552, -3.139, 2.019], [-0.031, -2.557, 2.323], [-0.023, -1.265, 1.673], [-3.680, -3.088, 1.065], [-5.032, -2.167, 0.227], [-4.960, -2.184, 2.108], [-4.012, 0.129, 0.843], [-2.732, -0.996, 0.107], [-1.992, 1.810, 0.848], [-0.029, 2.004, -2.866], [-0.963, 3.682, -2.836], [-1.629, 2.151, -1.882], [2.468, 3.676, -0.374], [2.448, 0.808, -0.288], [2.387, -8.285, 1.937], [2.768, -7.029, 3.378], [1.559, -6.821, 4.257], [0.256, -5.651, 3.403], [3.126, -6.111, 2.913], [3.581, -7.485, 3.945], [1.838, -6.310, 5.180], [1.041, -7.748, 4.504], [-0.370, 6.264, -2.955], [0.244, 6.119, -4.799], [1.716, 6.430, -4.912], [2.043, 8.349, -4.814], [-0.384, 6.780, -5.396], [0.046, 5.084, -5.084], [2.099, 6.126, -5.888], [2.316, 5.965, -4.130]]
}

---

No. 6
{
  "formula": "C13H19BrCl2F7N3O8PS2",
  "method": "ωB97M-V/def2-TZVPD",
  "energy_ha": -6603.38698,
  "largest_force_ev_per_a": 7.0,
  "homo_energy_ev": -12.38,
  "homo_lumo_gap_ha": 0.295,
  "e_above_lowest_kj_mol": 582.6,
  "total_charge": 1,
  "elements": ["C", "C", "N", "C", "F", "F", "C", "F", "F", "F", "C", "C", "Cl", "C", "C", "C", "F", "O", "C", "P", "O", "Br", "S", "O", "O", "F", "C", "S", "Cl", "H", "H", "H", "H", "H", "H", "H", "H", "H", "H", "H", "H", "H", "C", "N", "O", "O", "H", "H", "H", "C", "N", "O", "O", "H", "H", "H"],
  "coordinates": [[0.137, 1.315, -1.508], [0.913, 0.159, -1.277], [1.361, -0.394, 0.067], [0.475, 0.000, 1.196], [0.666, -0.777, 2.372], [0.717, 1.318, 1.692], [-1.106, 0.049, 1.050], [-1.747, -0.554, -0.003], [-1.600, 1.388, 1.022], [-1.739, -0.458, 2.212], [1.517, -1.891, -0.100], [0.298, -2.862, -0.291], [-0.726, -3.243, 1.216], [-0.584, -2.789, -1.647], [-1.916, -3.692, -1.443], [2.545, -2.408, -1.224], [3.220, -3.617, -0.818], [3.513, -1.499, -1.713], [3.930, -0.575, -0.696], [4.815, 0.793, -1.828], [6.335, 0.276, -2.311], [3.485, 0.928, -3.682], [5.373, -1.398, 0.150], [5.052, -2.454, 1.144], [6.439, -0.423, 0.578], [6.103, -2.281, -1.096], [2.814, 0.132, 0.215], [3.534, 0.131, 1.938], [2.945, 1.961, -0.178], [0.210, 2.114, -0.688], [-0.468, 1.492, -2.445], [1.113, -0.400, -2.259], [2.037, -2.231, 0.878], [0.791, -3.904, -0.423], [-0.040, -3.302, -2.522], [-0.849, -1.754, -2.000], [-2.378, -3.889, -2.468], [-1.676, -4.712, -0.999], [-2.702, -3.173, -0.811], [2.015, -2.763, -2.181], [7.061, 0.764, -1.853], [3.109, 1.262, 2.613], [-3.303, 3.643, 2.706], [-3.109, 4.997, 2.129], [-2.580, 5.068, 1.030], [-3.491, 5.938, 2.796], [-2.918, 2.906, 2.006], [-2.756, 3.604, 3.646], [-4.371, 3.502, 2.863], [-5.827, 1.427, 0.129], [-6.376, 2.639, 0.788], [-7.098, 3.357, 0.126], [-6.060, 2.825, 1.953], [-6.189, 1.391, -0.896], [-4.741, 1.504, 0.152], [-6.174, 0.561, 0.691]]
}